{
  "formula": "C7H12KNaO4",
  "method": "the ωB97M-V functional and the def2-TZVPD basis",
  "max_force_ev_per_a": 4.66,
  "total_charge": -1,
  "homo_lumo_gap_ha": [0.0348, 0.2341],
  "energy_ev": -36381.0342,
  "spin_multiplicity": 2,
  "lumo_energy_ha": [0.018, 0.070],
  "elements": ["C", "C", "O", "Na", "H", "H", "H", "H", "H", "C", "C", "H", "H", "H", "O", "C", "O", "O", "C", "C", "K", "H", "H", "H", "H"],
  "positions_angstrom": [[2.171, -0.720, -1.584], [3.058, 0.336, -0.901], [2.567, 1.643, -0.993], [3.499, 3.535, -1.666], [2.806, -1.549, -1.940], [0.717, 1.274, -0.263], [1.704, -0.267, -2.477], [4.095, 0.080, -1.216], [3.147, 0.042, 0.173], [1.079, -1.274, -0.682], [1.445, -2.103, 0.379], [0.210, -1.609, -1.269], [0.634, -2.636, 0.892], [2.193, -1.712, 1.082], [-4.763, 1.449, 1.160], [-3.850, 0.633, 1.458], [-4.085, -0.518, 1.910], [-2.594, 1.044, 1.249], [-1.615, 0.083, 0.826], [-0.507, 0.797, 0.075], [-7.243, -0.042, 2.293], [-2.111, -0.661, 0.188], [-1.225, -0.430, 1.716], [-0.497, 1.784, 0.571], [-0.834, 0.819, -0.978]]
}

{
  "formula": "C3H5NaO3",
  "method": "the ωB97M-V functional and the def2-TZVPD basis",
  "max_force_ev_per_a": 5.14,
  "total_charge": 1,
  "homo_lumo_gap_ha": [0.2935, 0.3259],
  "energy_ev": -13739.3176,
  "spin_multiplicity": 2,
  "lumo_energy_ha": [-0.167, -0.185],
  "relative_energy_kj_mol": 459.9,
  "elements": ["H", "C", "C", "O", "C", "O", "H", "H", "H", "Na", "O", "H"],
  "positions_angstrom": [[0.378, -0.711, -1.593], [0.927, -0.608, -0.650], [0.322, -1.272, 0.581], [-0.950, -0.662, 0.746], [-0.957, 0.628, 0.353], [-2.184, 0.858, -0.121], [2.018, -0.658, -0.732], [0.207, -2.355, 0.541], [-2.540, 1.680, 0.236], [0.939, 2.740, -0.576], [0.751, 0.674, -0.012], [1.090, -0.312, 1.228]]
}

{
  "formula": "C3H6N2O",
  "method": "the ωB97M-V functional and the def2-TZVPD basis",
  "smiles": "[H]/N=C(/C=O)NC",
  "max_force_ev_per_a": 0.54,
  "homo_lumo_gap_ha": 0.3556,
  "energy_ev": -8234.9958,
  "lumo_energy_ha": -0.002,
  "relative_energy_kj_mol": 164.3,
  "elements": ["C", "N", "C", "N", "C", "O", "H", "H", "H", "H", "H", "H"],
  "positions_angstrom": [[-0.090, 0.789, -1.387], [-0.688, -0.240, -0.524], [0.146, -0.699, 0.508], [1.038, -1.598, 0.395], [0.008, -0.030, 1.852], [-0.766, 0.880, 2.032], [0.996, 0.666, -1.411], [-0.308, 1.799, -1.016], [-0.467, 0.697, -2.409], [-1.544, 0.122, -0.120], [0.996, -1.967, -0.560], [0.678, -0.419, 2.641]]
}

{
  "formula": "C5H10NS",
  "method": "the ωB97M-V functional and the def2-TZVPD basis",
  "smiles": "C[C@@H]1C(=[NH2+])C[C@H]1S",
  "max_force_ev_per_a": 4.40,
  "total_charge": 1,
  "homo_lumo_gap_ha": 0.2803,
  "energy_ev": -17663.0595,
  "lumo_energy_ha": -0.193,
  "relative_energy_kj_mol": 314.8,
  "elements": ["C", "C", "C", "C", "C", "N", "S", "H", "H", "H", "H", "H", "H", "H", "H", "H", "H"],
  "positions_angstrom": [[1.149, 0.064, 0.057], [0.524, 1.361, -0.094], [-0.297, -0.640, -0.315], [-0.996, 0.797, -0.507], [-0.814, -1.482, 0.877], [2.381, -0.450, 0.448], [-1.518, 1.557, -2.133], [1.041, 2.230, -0.661], [0.356, 1.756, 0.897], [-0.282, -1.249, -1.302], [-1.788, 1.122, 0.205], [-0.027, -2.253, 1.082], [-1.875, -1.692, 0.938], [-0.868, -0.825, 1.783], [3.071, 0.111, 0.992], [2.648, -1.399, 0.196], [-2.703, 0.992, -2.464]]
}

{
  "formula": "C6H12O",
  "method": "the ωB97M-V functional and the def2-TZVPD basis",
  "smiles": "CCC(C=O)CC",
  "max_force_ev_per_a": 0.44,
  "homo_lumo_gap_ha": 0.3961,
  "energy_ev": -8463.9657,
  "lumo_energy_ha": 0.040,
  "relative_energy_kj_mol": 37.5,
  "elements": ["C", "C", "C", "C", "C", "C", "O", "H", "H", "H", "H", "H", "H", "H", "H", "H", "H", "H", "H"],
  "positions_angstrom": [[2.355, -0.897, 0.552], [1.446, 0.142, -0.101], [-0.044, -0.075, 0.189], [-0.894, 1.066, -0.395], [-2.356, 1.044, 0.041], [-0.520, -1.383, -0.399], [-1.116, -2.244, 0.201], [3.394, -0.554, 0.549], [2.061, -1.076, 1.592], [2.317, -1.859, 0.029], [1.713, 1.142, 0.262], [1.613, 0.157, -1.188], [-0.200, -0.137, 1.274], [-0.830, 1.029, -1.493], [-0.436, 2.018, -0.096], [-2.897, 1.893, -0.389], [-2.441, 1.108, 1.132], [-2.863, 0.125, -0.274], [-0.301, -1.499, -1.488]]
}

{
  "formula": "C29H25F3MnN8S2Se",
  "method": "the ωB97M-V functional and the def2-TZVPD basis",
  "max_force_ev_per_a": 0.20,
  "total_charge": 2,
  "homo_lumo_gap_ha": [0.2603, 0.2010],
  "energy_ev": -168873.3392,
  "spin_multiplicity": 4,
  "lumo_energy_ha": [-0.228, -0.294],
  "relative_energy_kj_mol": 124.0,
  "elements": ["Mn", "C", "C", "N", "C", "S", "N", "N", "C", "C", "C", "C", "C", "C", "C", "N", "H", "H", "H", "H", "H", "H", "H", "H", "H", "H", "H", "H", "H", "Se", "N", "C", "C", "C", "C", "N", "C", "N", "H", "H", "H", "S", "C", "N", "C", "C", "C", "C", "H", "H", "H", "H", "H", "F", "C", "F", "F", "C", "C", "C", "C", "C", "C", "C", "C", "H", "H", "H", "H"],
  "positions_angstrom": [[-0.500, 0.365, -0.453], [-2.424, 5.629, 1.641], [-3.253, 4.439, 2.076], [-2.568, 3.129, 2.238], [-1.973, 2.362, 1.350], [-1.890, 0.681, 1.509], [-1.382, 2.987, 0.188], [-1.550, 2.015, -0.837], [-2.610, 1.997, -1.556], [-3.620, 3.081, -1.637], [-2.788, 0.687, -2.211], [-3.742, 0.427, -3.173], [-3.866, -0.870, -3.657], [-3.037, -1.852, -3.150], [-2.100, -1.519, -2.181], [-1.978, -0.279, -1.714], [-3.089, 6.489, 1.574], [-1.973, 5.482, 0.663], [-1.656, 5.863, 2.377], [-4.100, 4.285, 1.404], [-3.665, 4.640, 3.063], [-2.895, 2.606, 3.042], [-3.824, 3.315, -2.683], [-3.271, 3.978, -1.134], [-4.561, 2.749, -1.191], [-4.377, 1.219, -3.543], [-4.602, -1.103, -4.414], [-3.105, -2.874, -3.493], [-1.427, -2.252, -1.758], [3.188, 0.580, 3.128], [2.842, 2.342, 3.318], [1.985, 2.653, 2.405], [1.433, 3.979, 2.223], [0.539, 4.163, 1.256], [0.114, 3.075, 0.328], [0.638, 1.728, 0.569], [1.548, 1.560, 1.508], [2.120, 0.373, 1.757], [1.779, 4.781, 2.860], [0.136, 5.141, 1.042], [0.436, 3.350, -0.685], [0.786, 0.586, -2.347], [2.426, 0.112, -2.065], [2.758, -0.692, -1.041], [4.012, -1.138, -0.811], [5.033, -0.774, -1.639], [4.737, 0.064, -2.723], [3.452, 0.504, -2.935], [2.001, -1.013, -0.422], [4.129, -1.789, 0.043], [6.035, -1.134, -1.459], [5.525, 0.367, -3.399], [3.207, 1.149, -3.766], [1.099, -8.368, 2.734], [2.008, -7.792, 1.937], [3.166, -7.747, 2.617], [2.192, -8.590, 0.880], [1.577, -6.405, 1.527], [0.971, -5.583, 2.469], [0.595, -4.300, 2.120], [0.824, -3.833, 0.823], [1.435, -4.668, -0.115], [1.812, -5.952, 0.238], [0.424, -2.507, 0.450], [0.085, -1.380, 0.135], [0.788, -5.952, 3.469], [0.115, -3.654, 2.842], [1.600, -4.310, -1.123], [2.276, -6.605, -0.488]]
}

{
  "formula": "C8H17N2O",
  "method": "the ωB97M-V functional and the def2-TZVPD basis",
  "smiles": "CC(C)(C)[C@@H]1NC[NH2+][C@H]1C=O",
  "max_force_ev_per_a": 0.76,
  "total_charge": 1,
  "homo_lumo_gap_ha": 0.3899,
  "energy_ev": -13592.9689,
  "lumo_energy_ha": -0.122,
  "relative_energy_kj_mol": 0.0,
  "elements": ["C", "C", "C", "C", "C", "C", "C", "C", "N", "N", "O", "H", "H", "H", "H", "H", "H", "H", "H", "H", "H", "H", "H", "H", "H", "H", "H", "H"],
  "positions_angstrom": [[-2.430, 1.417, 0.191], [-1.961, -1.812, 0.358], [-1.545, 0.370, -0.460], [-0.395, -0.116, 0.468], [2.025, -0.232, 1.045], [1.088, 1.874, 0.093], [1.360, -0.160, -1.359], [1.019, 0.346, 0.044], [-0.555, -1.560, 0.369], [-2.412, -0.825, -0.671], [-3.597, 1.198, 0.352], [-1.933, 2.341, 0.506], [-2.184, -2.838, 0.061], [-2.488, -1.572, 1.298], [-1.151, 0.741, -1.408], [-0.590, 0.253, 1.490], [3.009, 0.189, 0.858], [2.101, -1.311, 0.944], [1.747, 0.012, 2.067], [2.094, 2.198, -0.158], [0.407, 2.336, -0.618], [0.858, 2.242, 1.089], [2.417, -0.001, -1.550], [0.811, 0.371, -2.133], [1.156, -1.224, -1.439], [-0.038, -2.079, 1.065], [-2.319, -1.214, -1.611], [-3.387, -0.488, -0.495]]
}

{
  "formula": "C5H11O2",
  "method": "the ωB97M-V functional and the def2-TZVPD basis",
  "max_force_ev_per_a": 2.92,
  "total_charge": -1,
  "homo_lumo_gap_ha": 0.2644,
  "energy_ev": -9458.8727,
  "lumo_energy_ha": 0.128,
  "relative_energy_kj_mol": 111.6,
  "elements": ["C", "C", "C", "H", "H", "H", "H", "H", "H", "H", "H", "C", "C", "O", "O", "H", "H", "H"],
  "positions_angstrom": [[1.924, -1.775, 0.362], [0.977, -2.326, -0.722], [1.353, -2.231, 1.688], [1.950, -0.676, 0.315], [2.963, -2.058, 0.427], [1.384, -2.086, -1.729], [1.016, -3.402, -0.546], [0.305, -2.285, 1.857], [-0.178, -2.066, -0.771], [1.796, -1.712, 2.532], [1.493, -3.286, 1.774], [-0.854, 0.552, -0.882], [-1.213, 1.978, -0.251], [-2.430, 2.181, -0.115], [-0.269, 2.776, -0.140], [-0.457, 0.795, -1.892], [-1.712, -0.157, -0.754], [-0.084, 0.098, -0.344]]
}

Which formula does entry 6 have? C29H25F3MnN8S2Se